1.
{
  "formula": "C18H41N2P3SSeW",
  "method": "ωB97M-V/def2-TZVPD",
  "e_homo_ev": [-19.42, -19.42],
  "s_squared": 2.492,
  "total_charge": 4,
  "homo_lumo_gap_ev": [5.545, 4.447],
  "spin_multiplicity": 3,
  "species": ["C", "H", "P", "H", "C", "H", "H", "H", "H", "H", "H", "H", "H", "C", "C", "H", "H", "H", "H", "H", "N", "H", "H", "H", "H", "H", "H", "C", "H", "C", "N", "H", "C", "H", "H", "H", "P", "H", "C", "H", "H", "H", "C", "H", "H", "H", "C", "H", "H", "P", "H", "Se", "C", "H", "C", "S", "H", "C", "C", "H", "W", "H", "C", "H", "C", "C", "C"],
  "xyz": [[2.72645, -1.93984, -4.11902], [-1.75041, 2.19563, 3.78375], [0.79545, -1.90078, 1.61109], [1.48206, 2.37422, -2.09934], [-2.56376, -1.48939, -2.71072], [-0.98414, 0.63224, 4.52868], [-3.15200, 0.27684, 3.04032], [2.83159, 2.31273, 3.64026], [1.60379, -1.53101, 3.92042], [0.08761, 3.42612, -2.45754], [-4.93250, -1.82185, -5.18723], [-0.82632, -1.43077, -0.47713], [4.87332, 1.84859, 3.03048], [-0.31718, 0.15779, 3.79986], [-3.94786, -1.64618, -4.73195], [-1.33155, -3.08302, 1.33799], [-0.23217, -3.92722, 2.44681], [0.97381, -3.13385, -0.46222], [-2.54333, 2.87368, 0.30577], [-0.13957, 4.13816, 1.23494], [4.55677, 1.30334, 2.22414], [-4.67718, -1.61757, -2.68521], [-0.37233, -0.91765, 3.97574], [-3.20329, 0.52591, 1.27073], [5.28579, 0.97827, 1.60142], [2.73290, -1.37253, -2.01780], [-0.43738, -1.66041, -2.98458], [-1.32737, 2.36264, 2.78190], [-2.16290, 3.41918, -1.35195], [2.86633, -1.10787, -3.08989], [2.42722, 1.89735, 2.80516], [0.41966, 4.61445, -0.37496], [-2.65518, 0.04096, 2.09059], [-2.69930, -1.04378, 1.93723], [2.23634, -3.00004, 3.20422], [3.17530, -0.08378, -3.35581], [-0.27488, 2.31648, -0.42603], [-0.62794, -1.01989, -5.45127], [-1.39561, -1.49343, -3.48878], [-2.08948, 2.88734, 2.20267], [1.47103, 3.66466, 0.66562], [2.91270, -1.42815, 2.75266], [1.98557, -1.95472, 2.99247], [3.23259, -1.65913, -5.07877], [1.47862, 2.16034, 2.55021], [-1.15409, -2.51432, 3.01089], [0.42827, 3.80543, 0.36391], [2.14798, -2.87984, -4.07448], [0.68854, 0.56129, 3.97946], [-0.92705, 0.66551, 2.14151], [-2.55073, 1.70450, -1.04295], [-2.47496, -1.33997, -0.83296], [-0.61557, -2.93949, 2.15707], [2.55476, -2.48809, 0.04286], [-2.78182, -1.45183, -5.49679], [2.54371, 0.82084, 0.39685], [-0.46054, 3.01128, 2.94010], [-3.82172, -1.59820, -3.34780], [0.39072, 2.43839, -2.09182], [-2.93340, -1.44284, -6.57809], [0.32884, 0.03308, 0.29528], [1.85598, -3.88553, 0.90045], [1.62311, -2.93979, 0.39564], [-0.02140, 1.66019, -2.74061], [-2.05714, 2.59585, -0.63424], [3.24647, 1.33993, 1.90465], [-1.52123, -1.30052, -4.87390]]
}

2.
{
  "formula": "C18H42",
  "method": "ωB97M-V/def2-TZVPD",
  "e_homo_ev": -10.31,
  "e_above_lowest_kcal_mol": 108.8,
  "homo_lumo_gap_ev": 11.247,
  "species": ["H", "C", "H", "H", "C", "H", "H", "H", "C", "H", "H", "H", "H", "C", "H", "H", "C", "H", "C", "H", "C", "C", "H", "C", "H", "H", "C", "H", "H", "C", "H", "H", "C", "H", "H", "H", "H", "C", "H", "H", "H", "H", "H", "H", "H", "H", "H", "C", "C", "H", "H", "C", "H", "H", "H", "C", "H", "H", "H", "C"],
  "xyz": [[1.26377, -1.97957, 1.16378], [-0.77328, 3.26169, 0.48356], [1.92351, -0.16397, -5.25741], [-3.04954, -2.30546, -1.98309], [-1.14731, -4.39962, 4.57913], [1.21435, 1.25159, 2.10727], [-2.30815, -4.50222, 4.29518], [-0.53690, 4.06266, 2.60060], [-0.09809, -3.16869, 2.64523], [-0.00497, -2.46582, -2.56652], [2.74127, 1.78894, -1.97662], [-3.88070, -2.18429, 0.35223], [-1.27867, -4.60542, 5.59128], [0.98302, -2.07999, 2.22325], [1.41159, 3.79877, 0.53225], [0.17999, -4.02569, 2.02934], [-3.32111, -1.28614, -0.10947], [1.88458, -2.24002, 2.81258], [2.13448, 3.65241, -3.12515], [2.30830, 0.30253, 3.17112], [-0.13200, -3.29432, 4.16485], [1.65123, 0.33103, 2.40735], [1.40090, 4.34506, -2.92218], [-0.44051, -1.50957, -2.75437], [3.04053, 4.24681, -3.53652], [0.01111, -0.53247, 3.55036], [0.42289, -0.42888, -3.59706], [0.23385, 2.25779, -2.03261], [-0.23595, -2.25884, 4.58362], [0.58767, 3.53024, -0.07360], [-0.77271, 2.25510, 0.70417], [-1.65828, 0.07216, -2.09848], [-1.27880, 4.16636, 1.66153], [1.13490, -0.09544, -2.72577], [0.81736, -3.64848, 4.32775], [-1.00802, -2.78716, 2.32264], [-0.96397, -5.51804, 4.27419], [0.95337, 2.52652, -1.27578], [-0.28304, -0.40756, 1.72382], [-1.82934, -2.80970, -0.80626], [-2.20263, 4.05320, 2.03436], [-0.27201, 0.38398, -3.99829], [-1.22110, -1.89238, -3.33863], [-0.90370, 5.10371, 1.26567], [-3.88590, -0.56299, -0.29210], [0.46146, 4.54301, -0.52879], [-1.30620, 3.35175, -0.43794], [0.48866, -0.61602, 2.49481], [2.35065, 2.81219, -1.89482], [1.19699, 1.52775, -0.92516], [-2.58755, -1.01324, 0.51096], [-1.42016, -0.85566, -1.77817], [1.96863, 3.16535, -3.95246], [1.93018, -1.71517, -4.39867], [-0.72972, -0.58967, -0.98801], [1.18565, -0.94170, -4.76686], [3.20380, 3.15301, -1.26175], [0.52232, -1.34682, -5.56262], [2.35199, 0.19421, 1.50917], [-2.42870, -1.90678, -1.15689]]
}

3.
{
  "formula": "C18H42AlBr2CaKN2NaO8S2",
  "method": "ωB97M-V/def2-TZVPD",
  "e_homo_ev": -13.27,
  "total_charge": 3,
  "homo_lumo_gap_ev": 1.510,
  "species": ["H", "H", "H", "H", "C", "H", "C", "Ca", "H", "H", "H", "H", "C", "C", "H", "O", "H", "H", "H", "H", "H", "C", "C", "C", "H", "H", "H", "H", "H", "C", "O", "Br", "N", "O", "Br", "H", "H", "H", "Na", "H", "H", "H", "C", "H", "S", "C", "C", "O", "O", "C", "O", "H", "H", "H", "K", "H", "C", "C", "C", "H", "S", "H", "H", "C", "H", "H", "C", "H", "H", "O", "H", "N", "Al", "H", "C", "O", "H", "H"],
  "xyz": [[-0.36156, 3.65738, 2.05139], [-0.68453, 1.67044, -0.87092], [4.91836, 3.90056, 1.55423], [0.88042, -1.51483, 1.32982], [-0.13593, 5.85834, -0.63355], [5.99544, 3.26489, 3.53320], [-0.67001, 4.47910, 1.39255], [8.47940, 2.12592, 3.71629], [-2.32123, -2.75467, -0.61955], [2.47139, -0.82126, 2.09642], [-3.46040, -2.68683, -2.15839], [2.86050, -4.99390, -2.25552], [1.03809, 0.85944, 1.35526], [5.93242, 2.19015, 3.71293], [-3.37628, -0.02193, 4.33715], [0.31964, 3.59232, -0.50311], [1.26641, 5.01389, 0.71414], [2.07036, -0.15299, -0.52697], [-2.61078, -0.17770, -2.07143], [-0.65610, -3.26332, -3.29710], [-8.12060, -3.24963, -2.54950], [-7.45077, -2.74676, -3.25279], [5.63378, 1.91170, 1.22170], [-1.77436, -1.01845, -2.05271], [0.56346, 6.04634, -1.45813], [-5.63577, -3.25855, -2.20650], [0.00652, -3.65208, -0.51267], [-7.95595, -1.85931, -3.64779], [6.69759, 3.76323, 1.35632], [0.03274, 0.79055, -1.15834], [0.48265, -2.34663, 4.01659], [-8.02060, 1.77006, -6.19398], [5.73899, 1.43728, 2.49658], [0.72630, -5.11664, -2.01367], [-6.82060, 0.27669, -4.37071], [-1.13010, 5.69016, -1.06818], [2.22739, -4.25517, -0.61859], [1.71467, 1.61805, 1.96595], [-0.36040, -4.39338, 0.83150], [-6.32349, -1.69119, -1.73768], [0.23455, 0.81629, -2.32303], [-5.75200, -0.92680, -3.83087], [1.29834, -0.62782, 1.99566], [-0.73201, 5.38424, 2.00831], [-2.28690, -0.89608, 4.01985], [0.33008, 4.68347, 0.24245], [-0.38872, -4.41981, -1.30358], [-2.32361, -2.00065, 5.13052], [-5.29159, -1.72160, -3.51127], [-1.37303, -3.71542, -2.45674], [1.74356, -0.28860, 4.70356], [-1.14768, -0.88657, -3.03262], [5.62488, 3.62770, -0.04894], [5.09147, 1.98192, 4.37829], [6.97940, -0.82731, 2.86129], [-7.26559, -3.41231, -4.10225], [-2.34590, -2.53262, -1.78782], [-6.14785, -2.36700, -2.58026], [-0.73348, -0.61822, -0.80630], [-2.02805, -4.61840, -2.87776], [0.60432, -0.82589, 3.75873], [0.05791, -1.48526, -0.74701], [-1.40659, -0.58593, 0.15542], [1.43711, 0.81867, -0.26561], [-0.97744, -5.26882, -0.70600], [5.66812, 0.42831, 2.55945], [5.72544, 3.39830, 1.01390], [-1.68408, 4.25939, 1.03380], [-0.08797, 1.23097, 1.49266], [-2.63764, -1.46674, 2.59302], [1.91645, -3.28216, -2.25282], [-0.85049, 0.09586, 4.04476], [0.37940, -1.10137, -3.47060], [2.05937, 1.81252, -0.45298], [1.98930, -4.35594, -1.77029], [5.46945, 1.12908, 0.28750], [-0.19248, 6.77763, -0.03859], [6.85686, 1.84566, 4.18192]]
}